{"formula": "C3H9N", "method": "the ωB97M-V functional and the def2-TZVPD basis", "elements": ["C", "N", "H", "H", "H", "C", "C", "H", "H", "H", "H", "H", "H"], "positions_angstrom": [[-0.07, -1.43, -2.38], [-0.80, -2.42, -1.95], [0.72, -1.75, -3.10], [-0.14, -0.45, -1.84], [-1.32, -2.06, -1.14], [-0.16, 1.52, 2.36], [0.92, 1.85, 1.43], [0.21, 0.76, 3.06], [-1.13, 1.05, 1.89], [-0.51, 2.43, 2.86], [0.87, 0.88, 0.67], [0.87, 2.75, 0.90], [1.92, 1.72, 1.87]], "lowdin_charge": [-0.142, -0.012, 0.065, 0.063, 0.025, -0.230, -0.208, 0.068, 0.098, 0.060, 0.113, 0.033, 0.067], "gap_ev": 11.26, "mol_weight_g_mol": 59.11, "relative_energy_kj_mol": 187.65, "energy_ev": -4745.1642, "spin_multiplicity": 1, "smiles": "C=N.CC"}